(1)
Density functional theory data (ωB97M-V/def2-TZVPD) for a molecular structure, C16H15BF8IrN3O2 in a non-equilibrium geometry.

Geometry (Å):
Ir  -0.674000  -0.010200  -0.017400
C  -0.703900  0.637400  3.045400
N  -0.106100  -0.402100  2.210300
C  -0.652800  -1.708200  2.573300
C  1.358500  -0.391500  2.301000
C  2.064800  -0.979400  1.068600
N  1.491300  -0.528500  -0.173200
C  2.015500  -0.905500  -1.341200
C  1.327900  -0.557300  -2.542200
F  0.194100  0.179900  -2.420700
C  1.749000  -0.946100  -3.796000
F  1.074500  -0.548000  -4.878100
C  2.887800  -1.723000  -3.957000
C  3.607600  -2.055100  -2.819400
F  4.737900  -2.754200  -2.956400
C  3.210300  -1.659300  -1.553600
F  4.004000  -1.992100  -0.521900
H  -0.455600  0.480400  4.101000
H  -1.786600  0.610500  2.938400
H  -0.356000  1.624600  2.743200
H  -0.533500  -1.876700  3.648800
H  -0.138000  -2.496800  2.032800
H  -1.711800  -1.754400  2.314400
H  1.677900  -0.973300  3.176800
H  1.684300  0.643200  2.435800
H  2.013100  -2.075200  1.084100
H  3.123600  -0.705400  1.142600
H  3.209000  -2.059700  -4.929300
O  -4.150900  2.447900  0.119700
C  -3.059500  1.939800  -0.017500
O  -2.743100  0.725000  -0.126000
C  -1.835600  2.899500  -0.031000
C  -2.019800  4.272000  -0.123500
C  -0.900300  5.085700  -0.108800
C  0.350300  4.490700  -0.014300
C  0.437500  3.112700  0.086200
N  -0.639600  2.333800  0.085900
H  -3.026700  4.653300  -0.202400
H  -0.995900  6.160100  -0.171300
H  1.246700  5.087700  -0.015900
H  1.390100  2.613800  0.181400
F  -1.263100  -4.466800  0.025400
B  -0.301000  -3.675500  -0.507000
F  -0.010300  -3.918500  -1.813400
F  0.846900  -3.702900  0.267000
F  -0.784800  -2.287100  -0.423900

Atoms 1-2, force components in eV/Å:
Ir 2.9 0.8 1.4
C -0.4 0.5 0.2

Summary:
spin multiplicity = 1
relative energy (zero: lowest compared OMol25 entry of this formula, charge and spin) = 38.9 kJ/mol
frontier orbital gap (alpha / beta) = 5.41 / 5.05 eV
HOMO (alpha / beta) = -7.930 / -7.839 eV


(2)
Density functional theory data (ωB97M-V/def2-TZVPD) for 3 unconnected molecules or ions with the total composition C3H11NO3 in a non-equilibrium geometry.

Geometry (Å):
C  0.414453  1.896189  0.526479
N  -0.415482  1.404247  -0.570125
C  -1.230918  0.234545  -0.262848
C  -0.893504  -0.711751  -1.403950
O  -0.281140  -1.736378  -1.219598
H  0.683618  1.039312  1.140923
H  1.348968  2.321614  0.173087
H  -0.121100  2.629421  1.131420
H  -0.937535  2.118582  -1.050446
H  -2.326954  0.353662  -0.285836
H  -1.002992  -0.230669  0.687916
H  -1.120523  -0.285060  -2.397591
H  2.781320  -0.074201  -0.903963
H  2.586873  -1.420123  -0.301189
O  3.269427  -0.791443  -0.529068
H  -1.534726  -2.672212  1.855901
H  -0.227291  -2.138444  1.426513
O  -0.992495  -1.937292  1.982376

Atoms 1-2, force components in eV/Å:
C -0.4 -0.2 -0.1
N 0.0 -0.2 0.1

Summary:
SMILES = CNCC=O.O.O
spin multiplicity = 1
relative energy (zero: lowest compared OMol25 entry of this formula, charge and spin) = 205.5 kJ/mol
frontier orbital gap = 9.79 eV
HOMO = -9.050 eV


Repeat the first record exactly.
Density functional theory data (ωB97M-V/def2-TZVPD) for a molecular structure, C16H15BF8IrN3O2 in a non-equilibrium geometry.

Geometry (Å):
Ir  -0.674000  -0.010200  -0.017400
C  -0.703900  0.637400  3.045400
N  -0.106100  -0.402100  2.210300
C  -0.652800  -1.708200  2.573300
C  1.358500  -0.391500  2.301000
C  2.064800  -0.979400  1.068600
N  1.491300  -0.528500  -0.173200
C  2.015500  -0.905500  -1.341200
C  1.327900  -0.557300  -2.542200
F  0.194100  0.179900  -2.420700
C  1.749000  -0.946100  -3.796000
F  1.074500  -0.548000  -4.878100
C  2.887800  -1.723000  -3.957000
C  3.607600  -2.055100  -2.819400
F  4.737900  -2.754200  -2.956400
C  3.210300  -1.659300  -1.553600
F  4.004000  -1.992100  -0.521900
H  -0.455600  0.480400  4.101000
H  -1.786600  0.610500  2.938400
H  -0.356000  1.624600  2.743200
H  -0.533500  -1.876700  3.648800
H  -0.138000  -2.496800  2.032800
H  -1.711800  -1.754400  2.314400
H  1.677900  -0.973300  3.176800
H  1.684300  0.643200  2.435800
H  2.013100  -2.075200  1.084100
H  3.123600  -0.705400  1.142600
H  3.209000  -2.059700  -4.929300
O  -4.150900  2.447900  0.119700
C  -3.059500  1.939800  -0.017500
O  -2.743100  0.725000  -0.126000
C  -1.835600  2.899500  -0.031000
C  -2.019800  4.272000  -0.123500
C  -0.900300  5.085700  -0.108800
C  0.350300  4.490700  -0.014300
C  0.437500  3.112700  0.086200
N  -0.639600  2.333800  0.085900
H  -3.026700  4.653300  -0.202400
H  -0.995900  6.160100  -0.171300
H  1.246700  5.087700  -0.015900
H  1.390100  2.613800  0.181400
F  -1.263100  -4.466800  0.025400
B  -0.301000  -3.675500  -0.507000
F  -0.010300  -3.918500  -1.813400
F  0.846900  -3.702900  0.267000
F  -0.784800  -2.287100  -0.423900

Atoms 1-2, force components in eV/Å:
Ir 2.9 0.8 1.4
C -0.4 0.5 0.2

Summary:
spin multiplicity = 1
relative energy (zero: lowest compared OMol25 entry of this formula, charge and spin) = 38.9 kJ/mol
frontier orbital gap (alpha / beta) = 5.41 / 5.05 eV
HOMO (alpha / beta) = -7.930 / -7.839 eV